The following is a DFT calculation (ωB97M-V with the def2-TZVPD basis set) of 2 unconnected molecules or ions with the total composition C6H13N2OS.

Values from the calculation:
* lowest unoccupied orbital energy: -2.8 eV
* M: 161.25 g/mol
* net charge: +1

Each line ends with the Löwdin charge.
Atoms and positions in Å:
C -0.198 1.559 -0.410  -0.0219
C -0.467 -0.486 0.390  -0.2012
C -0.918 -1.640 -1.961  0.0406
C -0.246 1.197 -2.846  0.0477
C -0.473 -1.108 2.633  -0.0727
C -0.544 -0.518 -1.016  -0.1042
N -0.244 0.823 0.718  0.1598
N -0.317 0.761 -1.480  -0.0693
O -0.790 -1.465 1.302  -0.0268
S 2.763 0.637 2.323  0.4692
H -0.171 2.657 -0.405  0.1740
H 2.621 1.100 3.591  -0.1902
H -1.273 -2.483 -1.436  0.0932
H -0.137 -2.050 -2.503  0.0767
H -1.416 -1.260 -2.729  0.0325
H 0.525 0.680 -3.245  0.0766
H -0.177 2.241 -2.705  0.0876
H -1.319 0.990 -3.341  0.1729
H -0.537 -2.023 3.360  0.1514
H -1.166 -0.381 2.893  0.0742
H 0.617 -0.946 2.747  0.0444
H -0.287 1.019 1.699  0.1410
H 4.155 0.697 2.420  -0.1553

***

The following is a DFT calculation (ωB97M-V with the def2-TZVPD basis set) of 2 unconnected molecules or ions with the total composition C6H13N2S.

Values from the calculation:
* lowest unoccupied orbital energy: -4.8 eV
* M: 145.25 g/mol
* net charge: +1

Each line ends with the Löwdin charge.
Atoms and positions in Å:
C -0.036 1.514 0.374  -0.0185
C -0.813 -0.685 0.301  -0.6567
C 1.549 -1.438 -1.206  -0.0212
C 2.212 -0.533 1.058  -0.0031
C -3.465 0.875 -0.619  -0.0122
C 1.534 -0.243 -0.248  -0.3223
N -2.776 0.411 0.317  0.0097
N 0.111 0.135 0.052  -0.0971
S -1.293 -2.131 0.339  0.9723
H -0.152 2.173 -0.456  0.1133
H 0.806 1.977 0.715  0.0807
H 2.343 -1.088 -1.864  0.1006
H 1.794 -2.221 -0.547  0.0669
H 0.612 -1.543 -1.775  0.0868
H 2.127 0.246 1.693  0.0666
H 3.151 -0.911 0.952  0.0859
H 1.736 -1.313 1.457  0.0520
H -0.785 1.758 1.000  0.0612
H -4.351 1.337 -0.381  0.0597
H -3.112 0.604 -1.735  0.1493
H 2.064 0.576 -0.628  0.1325
H -3.256 0.501 1.200  0.0938

***

The following is a DFT calculation (ωB97M-V with the def2-TZVPD basis set) of a single C6H13N3 molecule.

Values from the calculation:
* lowest unoccupied orbital energy: 0.6 eV
* M: 127.19 g/mol
* structure (SMILES): C=C=N[C@@](C)(N)N(C)C

Each line ends with the Löwdin charge.
Atoms and positions in Å:
C 0.268 0.469 1.818  -0.0911
C 1.401 -1.089 0.368  -0.1026
C -2.259 0.298 0.328  -0.0377
N 0.183 -0.331 0.604  -0.2193
C 0.631 1.112 -1.370  -0.2013
C -0.933 -0.080 -0.368  -0.5780
N -1.185 -1.286 -1.113  0.0995
C 1.796 1.289 -1.938  -0.0020
N -0.564 1.061 -1.200  0.1740
H -0.352 -1.861 -1.132  0.0553
H -1.890 -1.852 -0.651  0.0810
H -0.585 1.116 2.025  0.0713
H 1.139 1.130 1.790  0.0802
H 0.357 -0.194 2.688  0.0843
H 2.282 -0.449 0.477  0.0745
H 1.498 -1.888 1.113  0.0854
H 1.443 -1.539 -0.626  0.0804
H -2.523 -0.409 1.121  0.0876
H -2.210 1.303 0.758  0.0706
H -3.072 0.316 -0.406  0.0870
H 2.713 1.047 -1.418  0.0412
H 1.861 1.837 -2.869  0.0596

***

The following is a DFT calculation (ωB97M-V with the def2-TZVPD basis set) of a single C6H13N3 molecule.

Values from the calculation:
* lowest unoccupied orbital energy: 1.0 eV
* M: 127.19 g/mol
* structure (SMILES): C=C(/C=N\[C@H](C)N)NC

Each line ends with the Löwdin charge.
Atoms and positions in Å:
C -1.453 -0.029 -0.076  -0.5178
C 1.469 0.706 -1.799  -0.0994
C -2.085 0.155 1.304  -0.0431
N 1.504 0.925 -0.368  -0.0632
C 1.476 -0.155 0.502  -0.3692
N -2.496 -0.111 -1.076  0.0376
C 0.549 -1.277 0.194  -0.1401
C 2.164 -0.181 1.648  0.0453
N -0.687 -1.253 -0.053  0.0862
H 2.188 1.620 -0.098  0.1250
H -0.845 0.856 -0.308  0.1226
H -3.179 -0.807 -0.807  0.0657
H -2.108 -0.409 -1.967  0.0662
H 1.010 -2.264 0.238  0.1154
H 1.145 1.632 -2.289  0.0859
H 2.450 0.415 -2.211  0.0846
H 0.758 -0.086 -2.028  0.0708
H -2.690 1.054 1.295  0.0761
H -2.709 -0.698 1.547  0.0741
H -1.316 0.258 2.060  0.0707
H 2.807 0.633 1.940  0.0530
H 2.049 -0.986 2.351  0.0536

***

The following is a DFT calculation (ωB97M-V with the def2-TZVPD basis set) of a single C6H13N3 molecule.

Values from the calculation:
* lowest unoccupied orbital energy (spin up / spin down): 0.8 / 0.8 eV
* M: 127.19 g/mol

Each line ends with the Löwdin charge.
Atoms and positions in Å:
C 0.498 -1.199 -0.125  -0.3619
C 0.434 -1.433 -1.624  -0.0475
C 1.894 1.558 0.257  -0.0178
C -1.571 0.176 0.033  -0.2447
C 0.412 1.381 0.269  -0.3834
N -0.075 -2.270 0.589  0.0608
N -0.413 2.497 0.254  0.1349
C -2.450 -0.286 0.908  -0.0830
N -0.203 0.224 0.225  -0.0422
H 1.525 -1.053 0.215  0.1262
H -0.028 -2.135 1.593  0.0896
H -1.047 -2.409 0.328  0.0753
H -1.336 2.215 -0.105  0.0621
H -0.018 3.319 -0.171  0.0882
H 0.894 -0.600 -2.162  0.0778
H -0.606 -1.522 -1.940  0.0761
H 0.970 -2.343 -1.875  0.0791
H 2.367 0.939 1.017  0.0799
H 2.319 1.288 -0.720  0.0879
H 2.152 2.598 0.468  0.0805
H -3.493 -0.361 0.630  0.0237
H -2.225 -0.586 1.936  0.0385